Entry 1:
Density functional theory data (the ωB97M-V functional and the def2-TZVPD basis) for an isolated molecule of C2H3BrSi in a non-equilibrium geometry.

Values from the calculation:
ΔE to the lowest compared entry with this formula, charge and spin: 369.58 kJ/mol
Molecular weight: 135.036 g mol⁻¹
DFT total energy: -2941.3216 Ha
Orbital gap: 8.46 eV
HOMO: -8.617 eV

Structure (ORCA input):
```
! RIJCOSX wB97M-V def2-TZVPD def2/J DEFGRID3
* xyz 0 1
Br -2.827 -0.341 -0.025
C -1.028 -0.161 -0.296
C 0.138 1.105 -0.126
Si 0.812 -0.672 -0.025
H 0.170 2.226 0.022
H 1.551 -1.327 -0.944
H 1.183 -0.829 1.393
*
```

Entry 2:
Density functional theory data (the ωB97M-V functional and the def2-TZVPD basis) for an isolated molecule of C2H3Cl in a non-equilibrium geometry.

Values from the calculation:
ΔE to the lowest compared entry with this formula, charge and spin: 765.57 kJ/mol
Molecular weight: 62.499 g mol⁻¹
DFT total energy: -537.8769 Ha
Orbital gap (alpha / beta): 8.62 / 6.86 eV
HOMO (alpha / beta): -9.310 / -8.104 eV

Structure (ORCA input):
```
! RIJCOSX wB97M-V def2-TZVPD def2/J DEFGRID3
* xyz 0 1
C -0.676 1.143 0.558
C 1.535 -1.377 -0.691
Cl 0.575 -0.341 0.240
H -1.521 1.193 -0.102
H -0.809 0.982 1.690
H 0.896 -1.601 -1.694
*
```

Entry 3:
Density functional theory data (the ωB97M-V functional and the def2-TZVPD basis) for a cluster of 2 separate species, C2H3Cl in total in a non-equilibrium geometry.

Values from the calculation:
ΔE to the lowest compared entry with this formula, charge and spin: 809.63 kJ/mol
Molecular weight: 62.499 g mol⁻¹
DFT total energy: -537.8601 Ha
Orbital gap (alpha / beta): 7.16 / 7.14 eV
HOMO (alpha / beta): -8.606 / -8.589 eV

Structure (ORCA input):
```
! RIJCOSX wB97M-V def2-TZVPD def2/J DEFGRID3
* xyz 0 1
C -0.866 -1.213 0.071
C 1.468 0.454 0.465
Cl 2.859 -0.241 -0.050
H -1.368 -0.690 1.023
H 0.116 -0.723 0.107
H 0.769 1.008 -0.181
*
```

Entry 4:
Density functional theory data (the ωB97M-V functional and the def2-TZVPD basis) for an isolated molecule of C2H3Cl2FN2 in a non-equilibrium geometry.

Values from the calculation:
ΔE to the lowest compared entry with this formula, charge and spin: 64.53 kJ/mol
Molecular weight: 144.964 g mol⁻¹
DFT total energy: -1207.7405 Ha
Orbital gap: 10.69 eV
HOMO: -10.259 eV

Structure (ORCA input):
```
! RIJCOSX wB97M-V def2-TZVPD def2/J DEFGRID3
* xyz 0 1
H 2.349 0.045 0.707
N 1.471 0.297 1.000
C 0.537 0.004 0.175
N 0.416 -0.397 -1.148
C -0.927 0.354 0.626
F -1.006 0.640 1.941
Cl -2.135 -1.136 0.345
Cl -1.719 1.582 -0.372
H 1.358 -0.581 -1.690
H -0.346 -0.809 -1.583
*
```

Entry 5:
Density functional theory data (the ωB97M-V functional and the def2-TZVPD basis) for a cluster of 2 separate species, C2H3Cl2N in total in a non-equilibrium geometry.

Values from the calculation:
ΔE to the lowest compared entry with this formula, charge and spin: 546.49 kJ/mol
Molecular weight: 111.959 g mol⁻¹
DFT total energy: -1052.9149 Ha
Orbital gap (alpha / beta): 9.97 / 8.94 eV
HOMO (alpha / beta): -10.492 / -9.002 eV

Structure (ORCA input):
```
! RIJCOSX wB97M-V def2-TZVPD def2/J DEFGRID3
* xyz 0 1
C 0.411 -0.106 0.702
C -0.440 0.524 -0.282
N 0.649 -0.300 -0.722
Cl -0.429 2.212 -0.653
Cl -2.062 -0.183 -0.755
H 1.267 0.178 1.229
H -0.941 -2.438 1.343
H 1.545 0.114 -0.862
*
```

Entry 6:
Density functional theory data (the ωB97M-V functional and the def2-TZVPD basis) for a cluster of 2 separate species, C2H3Cl2N2 in total in a non-equilibrium geometry.

Values from the calculation:
ΔE to the lowest compared entry with this formula, charge and spin: 556.70 kJ/mol
Molecular weight: 125.966 g mol⁻¹
DFT total energy: -1107.3131 Ha
Orbital gap (alpha / beta): 7.86 / 8.23 eV
HOMO (alpha / beta): -14.124 / -14.300 eV

Structure (ORCA input):
```
! RIJCOSX wB97M-V def2-TZVPD def2/J DEFGRID3
* xyz 1 1
C -0.572 -0.163 -0.769
C 0.522 -0.128 -0.319
N -2.737 -0.093 -0.428
N 1.876 0.128 0.108
Cl -2.922 1.395 0.366
Cl -2.911 -1.525 0.423
H 2.607 -0.583 -0.393
H 2.039 -0.200 1.157
H 2.098 1.169 -0.144
*
```

Entry 7:
Density functional theory data (the ωB97M-V functional and the def2-TZVPD basis) for a cluster of 2 separate species, C2H3Cl2N2 in total in a non-equilibrium geometry.

Values from the calculation:
ΔE to the lowest compared entry with this formula, charge and spin: 0.00 kJ/mol
Molecular weight: 125.966 g mol⁻¹
DFT total energy: -1107.3405 Ha
Expectation value of S²: 2.0061
Orbital gap (alpha / beta): 6.05 / 7.01 eV
HOMO (alpha / beta): -10.665 / -15.616 eV

Structure (ORCA input):
```
! RIJCOSX wB97M-V def2-TZVPD def2/J DEFGRID3
* xyz 1 3
C -0.730 -0.877 -0.966
C 0.333 0.902 1.400
N -1.180 -1.598 -1.749
N 0.923 0.732 0.286
Cl -1.787 -2.604 -2.865
Cl 0.902 1.809 2.681
H -0.636 0.415 1.534
H 0.350 0.069 -0.402
H 1.825 1.152 0.080
*
```

Entry 8:
Density functional theory data (the ωB97M-V functional and the def2-TZVPD basis) for the ion C2H3Cl2N2S2 with charge +1 in a non-equilibrium geometry.

Values from the calculation:
ΔE to the lowest compared entry with this formula, charge and spin: 32.73 kJ/mol
Molecular weight: 190.100 g mol⁻¹
DFT total energy: -1903.8698 Ha
Expectation value of S²: 2.0116
Orbital gap (alpha / beta): 7.36 / 6.14 eV
HOMO (alpha / beta): -11.569 / -14.589 eV

Structure (ORCA input):
```
! RIJCOSX wB97M-V def2-TZVPD def2/J DEFGRID3
* xyz 1 3
C 0.817 -0.167 0.117
C -2.018 0.384 0.031
N 0.129 0.915 0.192
N 2.096 -0.588 -0.115
S -0.084 -1.725 -0.028
S -1.738 -1.126 0.853
Cl -2.876 1.591 0.856
Cl -2.115 0.450 -1.661
H 0.458 1.802 -0.053
H 2.871 -0.069 -0.433
H 2.460 -1.467 0.241
*
```

Entry 9:
Density functional theory data (the ωB97M-V functional and the def2-TZVPD basis) for a cluster of 3 separate species, C2H3Cl2NO2 in total in a non-equilibrium geometry.

Values from the calculation:
ΔE to the lowest compared entry with this formula, charge and spin: 127.77 kJ/mol
Molecular weight: 143.957 g mol⁻¹
DFT total energy: -1203.6029 Ha
Orbital gap: 10.82 eV
HOMO: -10.512 eV

Structure (ORCA input):
```
! RIJCOSX wB97M-V def2-TZVPD def2/J DEFGRID3
* xyz 0 1
H 0.097 -0.994 -0.605
N 0.893 -0.383 -0.719
C 0.540 0.761 -0.354
Cl -1.128 1.311 0.125
H 1.320 1.579 -0.727
O -3.393 -1.032 1.898
C -2.733 -1.471 1.079
O -2.050 -1.888 0.283
Cl 3.472 0.449 -0.778
H 2.983 1.669 -0.203
*
```

Entry 10:
Density functional theory data (the ωB97M-V functional and the def2-TZVPD basis) for a structure of composition C2H3Cl3CuGeN6S.

Values from the calculation:
ΔE to the lowest compared entry with this formula, charge and spin: 0.00 kJ/mol
Molecular weight: 385.670 g mol⁻¹
DFT total energy: -5902.7681 Ha
Expectation value of S²: 0.7620
Orbital gap (alpha / beta): 8.52 / 5.66 eV
HOMO (alpha / beta): -8.781 / -8.674 eV

Structure (ORCA input):
```
! RIJCOSX wB97M-V def2-TZVPD def2/J DEFGRID3
* xyz 0 2
Cu 0.112 1.389 0.599
N -0.601 -3.658 -0.525
N -0.851 -2.371 -0.180
N -2.078 -1.934 0.005
C -1.854 -0.694 0.399
N -0.537 -0.434 0.437
N 0.095 -1.524 0.055
H -1.382 -4.058 -1.017
H 0.296 -3.762 -0.974
H -2.633 0.004 0.653
Cl 2.876 1.592 -1.876
Ge 2.499 1.169 0.237
Cl 3.792 2.572 1.268
Cl 3.568 -0.712 0.540
S -1.629 5.345 -0.485
C -1.045 4.034 0.177
N -0.629 3.043 0.684
*
```

Entry 11:
Density functional theory data (the ωB97M-V functional and the def2-TZVPD basis) for an isolated molecule of C2H3Cl3N2 in a non-equilibrium geometry.

Values from the calculation:
ΔE to the lowest compared entry with this formula, charge and spin: 154.49 kJ/mol
Molecular weight: 161.419 g mol⁻¹
DFT total energy: -1568.0317 Ha
Orbital gap: 10.53 eV
HOMO: -10.287 eV

Structure (ORCA input):
```
! RIJCOSX wB97M-V def2-TZVPD def2/J DEFGRID3
* xyz 0 1
H 1.688 0.969 -0.003
N 0.631 0.935 0.280
C 0.119 -0.190 0.068
N 0.746 -1.377 -0.470
Cl 2.493 -1.200 -0.499
C -1.359 -0.193 0.184
Cl -1.875 -0.130 -1.489
Cl -2.191 -1.475 1.022
H 0.569 -2.194 0.050
H -1.796 0.874 0.631
*
```

Entry 12:
Density functional theory data (the ωB97M-V functional and the def2-TZVPD basis) for a cluster of 2 separate species, C2H3Cl3NO in total in a non-equilibrium geometry.

Values from the calculation:
ΔE to the lowest compared entry with this formula, charge and spin: 165.46 kJ/mol
Molecular weight: 163.411 g mol⁻¹
DFT total energy: -1588.4785 Ha
Orbital gap: 6.35 eV
HOMO: -2.802 eV

Structure (ORCA input):
```
! RIJCOSX wB97M-V def2-TZVPD def2/J DEFGRID3
* xyz -1 1
C 0.892 0.327 -0.442
C -1.603 0.146 -0.008
N 1.637 -0.469 0.281
O 2.224 -1.556 -0.121
Cl -2.103 1.850 0.116
Cl -2.668 -0.526 -1.258
Cl -1.891 -0.680 1.567
H 0.959 1.365 0.013
H 0.555 -0.075 -1.438
H 1.999 -0.382 1.289
*
```